Density functional theory data (ωB97M-V/def2-TZVPD) for the ion C3H7NOPS with charge -1 in a non-equilibrium geometry.

The relative energy (zero: lowest compared OMol25 entry of this formula, charge and spin) comes out at 36.8 kcal per mole. Its LUMO energy is 3.5 eV. The total energy is -988.05512 Ha. The value obtained for the HOMO-LUMO gap is 7.043 eV. The structure (SMILES) is CP(C)(=N)C([O-])=S. For the HOMO energy, the calculation gives -0.129 hartree. Its total charge is -1.

Last columns: bonded neighbours and bond lengths (Å).
Atoms and positions in Å:
1 C -2.103 -0.505 -0.102  O5 1.210, P6 2.219, S7 1.641
2 C 0.540 0.183 -1.440  P6 1.854, H8 1.044, H9 1.170, H10 1.171
3 C 0.483 0.934 1.272  P6 1.843, H11 1.025, H12 1.041, H13 1.125
4 N 1.327 -1.520 0.552  P6 1.622, H14 0.999
5 O -2.681 -1.567 -0.028  C1 1.210
6 P 0.093 -0.523 0.215  C1 2.219, C2 1.854, C3 1.843, N4 1.622
7 S -2.428 1.101 -0.190  C1 1.641
8 H 1.560 0.028 -1.600  C2 1.044
9 H 0.415 1.341 -1.554  C2 1.170
10 H 0.018 -0.499 -2.236  C2 1.171
11 H 0.238 0.808 2.259  C3 1.025
12 H -0.134 1.735 1.026  C3 1.041
13 H 1.597 0.957 1.430  C3 1.125
14 H 1.076 -2.474 0.397  N4 0.999